[1]
DFT (the ωB97M-V functional and the def2-TZVPD basis) results for C39H49BeBrN4OS as an isolated structure in a non-equilibrium geometry.

Cartesian coordinates (Å):
Be 0.317 0.278 -0.754
C -0.772 2.174 -4.061
C -1.926 2.282 -3.101
C -3.204 2.539 -3.578
C -4.281 2.657 -2.717
C -4.089 2.478 -1.358
C -2.831 2.192 -0.843
C -2.640 2.011 0.635
C -1.748 2.122 -1.722
N -0.438 1.830 -1.242
C 0.483 2.718 -1.258
C 0.253 4.175 -1.508
C 1.860 2.222 -1.027
C 2.991 3.199 -0.986
N 1.994 0.950 -0.931
C 3.305 0.367 -0.944
C 3.864 -0.148 0.229
C 3.145 -0.049 1.543
C 5.132 -0.714 0.176
C 5.831 -0.792 -1.014
C 5.265 -0.280 -2.168
C 4.013 0.322 -2.154
C 3.451 0.901 -3.416
H -1.147 2.060 -5.077
H -0.146 1.314 -3.828
H -0.145 3.070 -4.032
H -3.351 2.663 -4.644
H -5.266 2.881 -3.102
H -4.927 2.562 -0.676
H -3.603 1.968 1.141
H -2.063 2.836 1.052
H -2.101 1.085 0.836
H -0.804 4.372 -1.659
H 0.809 4.531 -2.376
H 0.597 4.737 -0.637
H 2.812 3.911 -0.178
H 3.062 3.763 -1.918
H 3.935 2.690 -0.811
H 3.091 0.990 1.869
H 3.666 -0.624 2.306
H 2.128 -0.427 1.453
H 5.574 -1.088 1.091
H 6.818 -1.235 -1.039
H 5.810 -0.329 -3.102
H 4.197 0.859 -4.209
H 3.145 1.941 -3.291
H 2.573 0.333 -3.731
C -2.542 -0.707 6.421
C -1.052 -0.400 6.209
C -0.216 -1.534 6.823
C -0.717 0.902 6.938
C -0.762 -0.315 4.713
C -0.258 0.818 4.104
C -0.022 0.802 2.741
Br 0.680 2.401 1.949
C -0.267 -0.296 1.899
O 0.010 -0.207 0.610
C -0.795 -1.457 2.529
C -1.013 -1.418 3.898
C -1.153 -2.711 1.735
C -1.629 -3.861 2.631
C 0.079 -3.224 0.969
C -2.313 -2.372 0.788
H -2.767 -0.772 7.488
H -2.820 -1.654 5.958
H -3.162 0.079 5.986
H -0.410 -1.609 7.895
H 0.849 -1.349 6.676
H -0.460 -2.493 6.368
H -0.939 0.791 8.001
H -1.313 1.733 6.559
H 0.342 1.149 6.843
H -0.042 1.715 4.665
H -1.414 -2.306 4.363
H -0.859 -4.160 3.344
H -1.852 -4.721 1.998
H -2.543 -3.600 3.168
H 0.868 -3.492 1.676
H 0.462 -2.481 0.278
H -0.190 -4.110 0.391
H -3.215 -2.164 1.370
H -2.511 -3.207 0.115
H -2.091 -1.507 0.175
C -2.152 -3.454 -6.273
C -1.071 -2.620 -5.657
C 0.095 -2.291 -6.351
C 1.012 -1.520 -5.668
N 0.823 -1.103 -4.421
C -0.313 -1.477 -3.820
S -0.644 -1.057 -2.176
N -1.268 -2.213 -4.411
H -1.827 -3.895 -7.214
H -3.034 -2.838 -6.455
H -2.445 -4.241 -5.579
H 0.270 -2.631 -7.362
H 1.952 -1.219 -6.126

Properties
HOMO energy   -7.352 eV
Kohn-Sham gap   6.339 eV

Results of the Löwdin charge analysis, in e, for atoms 1 through 8: Be -0.09; C -0.02; C -0.21; C -0.04; C -0.07; C -0.04; C -0.19; C -0.02

[2]
DFT (the ωB97M-V functional and the def2-TZVPD basis) results for C31H39N5O4PS2W as an isolated structure in a non-equilibrium geometry.

Cartesian coordinates (Å):
W -0.187 -0.170 0.057
S 0.041 -2.180 1.488
C 1.095 -2.638 0.188
C 1.801 -3.826 0.016
C 2.580 -3.957 -1.117
C 2.654 -2.916 -2.046
C 1.935 -1.770 -1.820
N 1.170 -1.632 -0.714
H 1.720 -4.614 0.750
H 3.138 -4.869 -1.284
H 3.266 -3.004 -2.932
H 1.963 -0.930 -2.496
N 1.506 0.414 5.773
C 1.098 -0.259 4.459
C 0.057 0.584 3.738
C 0.607 1.794 2.956
N 0.038 1.778 1.580
C 2.132 1.823 2.884
C 2.704 0.458 2.544
N 2.212 0.066 1.199
C 2.341 -0.580 3.623
H 0.685 0.608 6.352
H 1.996 1.298 5.627
H 2.126 -0.192 6.315
H 0.635 -1.186 4.797
H -0.737 0.885 4.425
H -0.416 -0.092 3.029
H 0.279 2.717 3.441
H 0.509 2.499 1.036
H -0.915 2.126 1.659
H 2.557 2.187 3.822
H 2.450 2.567 2.147
H 3.794 0.525 2.504
H 2.660 -0.805 0.929
H 2.547 0.753 0.529
H 3.199 -0.725 4.284
H 2.164 -1.545 3.150
O -2.084 0.032 1.072
S -2.659 1.137 0.218
O -3.179 2.241 0.939
O -1.428 1.436 -0.616
C -3.798 0.442 -0.902
C -5.019 1.061 -1.097
C -5.870 0.564 -2.079
C -5.474 -0.516 -2.849
C -4.241 -1.129 -2.638
C -3.379 -0.666 -1.654
P -1.849 -1.606 -1.278
C -2.485 -3.023 -0.345
C -1.769 -4.222 -0.323
C -2.224 -5.291 0.426
C -3.389 -5.173 1.173
C -4.097 -3.982 1.168
C -3.650 -2.908 0.412
C -1.332 -2.237 -2.892
C -1.797 -3.457 -3.387
C -1.467 -3.857 -4.673
C -0.689 -3.042 -5.483
C -0.240 -1.818 -5.005
C -0.560 -1.423 -3.717
H -5.294 1.918 -0.497
H -6.832 1.029 -2.243
H -6.128 -0.895 -3.622
H -3.964 -1.979 -3.247
H -0.860 -4.330 -0.903
H -1.675 -6.224 0.422
H -3.747 -6.014 1.751
H -5.008 -3.888 1.743
H -4.225 -1.991 0.413
H -2.426 -4.095 -2.783
H -1.832 -4.805 -5.046
H -0.442 -3.355 -6.488
H 0.352 -1.173 -5.640
H -0.214 -0.464 -3.352
C -0.057 2.099 -2.998
C 1.079 1.921 -2.046
N 2.121 2.721 -2.222
O 1.134 1.062 -1.120
H 0.311 1.940 -4.013
H -0.427 3.123 -2.936
H -0.877 1.422 -2.785
H 2.137 3.398 -2.969
H 2.950 2.624 -1.657

Properties
Charge   +3
HOMO energy (spin up / spin down)   -15.336 / -15.261 eV
Kohn-Sham gap (spin up / spin down)   6.883 / 6.920 eV

Results of the Löwdin charge analysis, in e, for atoms 1 through 8: W 1.41; S 0.75; C -0.72; C -0.05; C 0.00; C -0.01; C -0.10; N -0.20

[3]
DFT (the ωB97M-V functional and the def2-TZVPD basis) results for a 2-piece molecular cluster, C10H17NO2 overall in a non-equilibrium geometry.

Cartesian coordinates (Å):
C 1.562 0.164 1.708
C -2.789 0.875 -1.522
C -1.661 -0.070 -1.904
C -2.170 1.885 -0.531
C -0.721 -0.691 -0.794
C -1.223 1.273 0.547
C 1.713 -3.264 0.606
C 3.049 -2.725 0.146
C -0.115 0.386 -0.018
C 1.943 1.631 1.671
N 0.651 -0.365 0.970
O 3.714 -2.183 -0.678
O 3.017 -3.282 1.300
H -3.134 1.547 -2.375
H -3.612 0.470 -1.052
H -2.103 -0.974 -2.439
H -0.938 0.344 -2.588
H -1.634 2.624 -1.236
H -2.964 2.351 -0.068
H -1.287 -1.347 -0.186
H -0.085 -1.280 -1.495
H -0.928 2.177 1.111
H -1.865 0.711 1.189
H 1.060 -2.417 0.942
H 1.437 -4.263 0.223
H 2.212 -0.514 2.178
H 0.792 0.918 -0.580
H 1.911 2.029 0.638
H 1.242 2.109 2.221
H 2.927 1.881 2.015

Properties
HOMO energy   -9.410 eV
SMILES   C/C=N\C1CCCCC1.O=C1CO1
Kohn-Sham gap   10.296 eV

Results of the natural (NBO) charge analysis, in e, for atoms 1 through 8: C 0.16; C -0.40; C -0.40; C -0.37; C -0.40; C -0.42; C -0.28; C 0.80

[4]
DFT (the ωB97M-V functional and the def2-TZVPD basis) results for a 2-piece molecular cluster, C3H9NO2 overall in a non-equilibrium geometry.

Cartesian coordinates (Å):
C -0.628 1.567 0.279
N 0.244 0.789 -0.631
C -0.302 -0.561 -0.820
C 0.837 -1.401 -1.362
O 1.297 -1.366 -2.467
H -0.634 2.633 0.052
H -1.655 1.202 0.231
H -0.243 1.474 1.264
H 0.179 1.194 -1.558
H -1.226 -0.570 -1.399
H -0.599 -1.023 0.125
H 1.341 -2.030 -0.600
H -0.054 -1.126 2.545
H 0.808 -0.326 1.697
O 0.636 -0.456 2.644

Properties
HOMO energy   -9.732 eV
SMILES   CNCC=O.O
Kohn-Sham gap   10.440 eV

Results of the natural (NBO) charge analysis, in e, for atoms 1 through 8: C -0.43; N -0.61; C -0.33; C 0.45; O -0.50; H 0.21; H 0.17; H 0.21

[5]
DFT (the ωB97M-V functional and the def2-TZVPD basis) results for C53H47LaN5O7P2Si as an isolated structure.

Cartesian coordinates (Å):
La -0.556 -1.625 -0.128
O -4.519 -3.388 0.865
C -3.412 -3.292 0.311
N -2.183 -3.314 0.802
C -1.879 -3.706 2.125
C -2.814 -4.089 3.092
C -2.393 -4.517 4.348
C -1.042 -4.564 4.654
C -0.104 -4.202 3.694
C -0.499 -3.785 2.427
N 0.393 -3.443 1.374
C 1.532 -4.115 1.243
O 2.052 -4.965 1.976
C 2.268 -3.805 -0.058
C 3.474 -4.441 -0.308
C 4.134 -4.185 -1.497
C 3.559 -3.314 -2.411
C 2.351 -2.724 -2.090
N 1.720 -2.950 -0.932
C -3.401 -3.174 -1.214
C -4.598 -3.237 -1.910
C -4.572 -3.196 -3.295
C -3.349 -3.129 -3.945
C -2.202 -3.070 -3.175
N -2.219 -3.063 -1.840
H -3.863 -4.041 2.847
H -3.131 -4.808 5.087
H -0.710 -4.882 5.637
H 0.951 -4.246 3.919
H 3.848 -5.120 0.446
H 5.084 -4.661 -1.712
H 4.035 -3.084 -3.357
H 1.846 -2.041 -2.760
H -5.511 -3.324 -1.337
H -5.494 -3.230 -3.863
H -3.273 -3.106 -5.025
H -1.227 -3.006 -3.646
O -5.243 -0.101 -0.024
C -3.960 -0.197 -0.362
O -3.110 -0.645 0.359
C -3.615 0.234 -1.754
C -4.450 0.877 -2.640
C -3.939 1.156 -3.908
C -2.659 0.746 -4.236
C -1.903 0.095 -3.268
N -2.375 -0.127 -2.052
C -0.531 -0.518 -3.534
O -0.219 -0.717 -4.708
O 0.112 -0.811 -2.477
H -5.321 -0.561 0.832
H -5.458 1.147 -2.351
H -4.554 1.671 -4.637
H -2.229 0.898 -5.218
C -1.398 1.973 3.562
Si -1.289 0.150 3.141
C -0.407 -0.678 4.553
C -3.077 -0.419 3.289
O -0.591 -0.111 1.689
H -2.059 2.091 4.430
H -1.820 2.550 2.728
H -0.425 2.414 3.814
H -0.992 -0.555 5.473
H 0.593 -0.259 4.720
H -0.297 -1.750 4.365
H -3.302 -0.584 4.350
H -3.281 -1.351 2.757
H -3.762 0.353 2.908
C 3.210 1.612 -0.005
P 1.543 0.860 0.457
C 2.217 0.371 2.108
C 2.447 1.202 3.204
C 3.071 0.715 4.346
C 3.462 -0.615 4.422
C 3.235 -1.457 3.342
C 2.632 -0.956 2.196
C 0.589 2.428 0.569
C -0.594 2.482 -0.171
C -1.385 3.623 -0.185
C -1.004 4.738 0.553
C 0.184 4.711 1.268
C 0.980 3.572 1.260
P 3.738 2.696 -1.385
C 2.848 4.259 -1.003
C 3.537 5.191 -0.226
C 2.973 6.423 0.090
C 1.715 6.753 -0.396
C 1.018 5.836 -1.175
C 1.574 4.597 -1.463
C 2.988 2.128 -2.951
C 2.866 0.762 -3.218
C 2.541 0.314 -4.492
C 2.318 1.217 -5.520
C 2.441 2.576 -5.271
C 2.789 3.025 -4.004
H 3.904 0.767 -0.018
H 3.530 2.195 0.862
H 2.122 2.232 3.194
H 3.237 1.379 5.187
H 3.928 -0.996 5.324
H 3.507 -2.507 3.386
H 2.484 -1.613 1.349
H -0.905 1.617 -0.744
H -2.301 3.637 -0.766
H -1.623 5.627 0.559
H 0.504 5.585 1.823
H 1.924 3.601 1.786
H 4.533 4.947 0.128
H 3.524 7.130 0.698
H 1.278 7.717 -0.168
H 0.026 6.077 -1.540
H 1.004 3.879 -2.043
H 3.008 0.042 -2.419
H 2.429 -0.746 -4.686
H 2.026 0.860 -6.501
H 2.267 3.292 -6.065
H 2.919 4.088 -3.839

Properties
Charge   -1
HOMO energy   -4.545 eV
Kohn-Sham gap   6.412 eV

Results of the Löwdin charge analysis, in e, for atoms 1 through 8: La 2.01; O -0.01; C -0.53; N -0.04; C -0.21; C -0.03; C -0.11; C -0.11

[6]
DFT (the ωB97M-V functional and the def2-TZVPD basis) results for the molecule C3H6N4O in a non-equilibrium geometry.

Cartesian coordinates (Å):
C -1.808 -0.774 1.033
C -1.024 -0.227 0.025
C 1.563 -0.476 1.786
N -3.003 -0.328 0.910
N -1.737 0.599 -0.686
N -2.937 0.449 -0.156
N 0.522 -0.410 -0.338
O 1.130 -1.151 0.682
H -1.374 -1.283 1.880
H 0.903 0.316 2.085
H 2.566 -0.068 1.812
H 1.535 -1.192 2.514
H -3.684 0.849 -0.633
H 0.883 0.560 -0.482

Properties
HOMO energy   -9.182 eV
SMILES   CONc1cn[nH]n1
Kohn-Sham gap   10.181 eV

Results of the natural (NBO) charge analysis, in e, for atoms 1 through 8: C -0.13; C 0.22; C -0.26; N -0.22; N -0.27; N -0.16; N -0.30; O -0.38

[7]
DFT (the ωB97M-V functional and the def2-TZVPD basis) results for C42H50ClNO6SeTa as an isolated structure.

Cartesian coordinates (Å):
Ta -0.116 -1.686 0.775
C -3.272 5.104 -1.112
C -2.235 5.169 0.011
C -1.132 6.152 -0.407
C -2.926 5.680 1.283
C -1.612 3.803 0.296
C -1.982 2.650 -0.389
C -1.377 1.447 -0.079
Se -1.825 -0.147 -1.048
C -0.351 -0.103 -2.276
C -0.401 0.748 -3.363
C 0.680 0.819 -4.232
C 1.766 -0.004 -3.963
C 1.858 -0.889 -2.885
C 0.759 -0.914 -2.028
O 0.694 -1.726 -0.923
C 3.141 -1.724 -2.765
C 4.344 -0.774 -2.640
C 3.287 -2.586 -4.030
C 3.174 -2.665 -1.559
C 0.711 1.752 -5.441
C 0.851 0.916 -6.721
C -0.562 2.592 -5.546
C 1.909 2.703 -5.314
C -0.400 1.363 0.912
O 0.115 0.115 1.157
C 0.014 2.489 1.617
C -0.632 3.681 1.272
C 1.075 2.535 2.722
C 2.155 3.562 2.335
C 1.790 1.205 2.979
C 0.394 2.964 4.033
H -3.683 6.100 -1.282
H -4.104 4.444 -0.859
H -2.830 4.767 -2.052
H -1.568 7.128 -0.630
H -0.611 5.799 -1.300
H -0.392 6.293 0.383
H -3.371 6.660 1.099
H -2.222 5.785 2.111
H -3.719 4.999 1.597
H -2.732 2.679 -1.166
H -1.282 1.356 -3.518
H 2.609 0.039 -4.640
H 4.451 -0.126 -3.510
H 5.263 -1.355 -2.546
H 4.249 -0.141 -1.756
H 3.353 -1.981 -4.935
H 2.439 -3.265 -4.138
H 4.197 -3.186 -3.964
H 3.124 -2.117 -0.617
H 4.117 -3.214 -1.572
H 2.363 -3.394 -1.589
H 0.007 0.233 -6.835
H 1.767 0.323 -6.719
H 0.880 1.571 -7.594
H -1.451 1.969 -5.673
H -0.493 3.246 -6.417
H -0.701 3.227 -4.667
H 2.857 2.162 -5.289
H 1.837 3.301 -4.403
H 1.938 3.383 -6.167
H -0.343 4.574 1.810
H 2.652 3.271 1.407
H 2.908 3.613 3.124
H 1.750 4.565 2.201
H 2.293 0.835 2.085
H 1.109 0.436 3.346
H 2.551 1.371 3.743
H -0.068 3.949 3.949
H 1.131 3.008 4.837
H -0.382 2.251 4.319
O -0.623 -1.573 2.937
C -1.382 -2.260 3.637
C -2.343 -3.196 3.137
C -3.194 -3.836 4.041
C -4.122 -4.720 3.553
C -4.243 -4.985 2.194
C -3.405 -4.360 1.291
C -2.441 -3.474 1.758
O -1.581 -2.919 0.907
N -5.019 -5.409 4.501
O -4.895 -5.137 5.676
O -5.805 -6.207 4.039
H -1.341 -2.126 4.723
H -3.127 -3.657 5.106
H -4.994 -5.689 1.865
H -3.472 -4.562 0.231
Cl -0.281 -6.792 5.849
C 0.272 -5.735 4.593
C 0.987 -4.591 4.921
C 1.400 -3.732 3.914
C 1.097 -3.988 2.577
C 1.450 -3.025 1.488
C 0.411 -5.164 2.276
C 0.001 -6.039 3.271
H 1.224 -4.385 5.957
H 1.956 -2.839 4.176
H 1.658 -3.579 0.562
H 2.355 -2.450 1.710
H 0.196 -5.408 1.241
H -0.532 -6.949 3.024

Properties
Charge   +1
HOMO energy   -11.023 eV
Kohn-Sham gap   6.915 eV

Results of the Löwdin charge analysis, in e, for atoms 1 through 8: Ta 1.83; C -0.06; C -0.56; C -0.04; C -0.04; C -0.15; C -0.04; C -0.40